Record 1
ORCA calculation (the ωB97M-V functional and the def2-TZVPD basis) on the molecule C22H29N3O3.

Element x y z (Å)
O 1.5019 -2.4911 1.7935
O 2.5790 -2.4031 -1.3213
O 6.0045 2.2751 1.8048
N -0.8780 -1.5476 0.8793
N -3.4787 -0.8461 -0.3025
N 5.7197 2.0976 -0.4522
C -2.0370 -2.4259 0.9885
C 2.2461 -3.3547 -0.3387
C 4.5357 0.5817 -1.8793
C 3.7075 -0.9330 0.2850
C 4.4915 0.1897 0.4859
C 4.9180 0.9559 -0.5915
C -4.4589 -0.4097 0.6780
C 0.1044 -1.9754 -0.1034
C -6.1655 2.1806 -1.4839
C -3.0457 -2.2240 -0.1543
C -5.5639 1.0085 -1.0657
C -2.3214 0.0293 -0.4057
C -6.3192 3.2369 -0.6005
C 1.0443 -2.9940 0.5617
C 6.2088 2.6748 0.6817
C 3.3392 -1.3114 -0.9996
C -5.1035 0.8788 0.2393
C 3.7579 -0.5366 -2.0818
C 7.0543 3.8987 0.3795
C -1.3203 -0.1662 0.7431
C -5.2558 1.9428 1.1164
C -5.8637 3.1153 0.7002
H -2.5200 -2.2100 1.9472
H 7.4156 4.3195 1.3130
H 0.7773 -1.9534 2.1494
H -2.6679 1.0640 -0.4322
H -6.5185 2.2718 -2.5008
H -2.5846 -2.5184 -1.1034
H 0.6948 -1.1050 -0.3964
H 4.8553 1.1707 -2.7282
H -6.7914 4.1522 -0.9259
H 1.9992 -4.2510 -0.9143
H 0.4917 -3.9297 0.7536
H -1.8275 -0.1930 -1.3576
H -3.9204 -2.8578 0.0056
H -4.8988 1.8554 2.1335
H 6.4622 4.6465 -0.1442
H -0.3266 -2.4184 -1.0102
H 5.9642 2.5392 -1.3279
H -4.0447 -0.2848 1.6919
H -1.7890 0.1168 1.6915
H -5.2302 -1.1865 0.7304
H -1.6980 -3.4627 1.0072
H 3.4627 -0.8339 -3.0757
H 7.9048 3.6244 -0.2413
H 3.1021 -3.5742 0.3089
H -5.9780 3.9363 1.3933
H 4.7726 0.4745 1.4855
H -0.4484 0.4741 0.5960
H -5.4335 0.1816 -1.7470
H 3.3739 -1.4956 1.1418

Summary:
ΔE to the lowest compared entry with this formula, charge and spin   42.2 kcal per mole
SMILES   CC(=O)Nc1ccc(OC[C@@H](O)CN2CCN(Cc3ccccc3)CC2)cc1
Orbital gap   8.554 eV
LUMO level   0.73 eV
Net charge   0
HOMO energy   -7.82 eV

Record 2
ORCA calculation (the ωB97M-V functional and the def2-TZVPD basis) on a cluster of 6 separate species, C33H70IO17P in total in a non-equilibrium geometry.

Element x y z (Å)
I 1.2888 -2.5615 5.5723
P 1.4880 -1.2332 1.0288
O -9.5310 -3.7722 -6.1825
O -3.9122 -0.6898 -4.3814
O 11.3836 5.0814 -1.6436
O -5.3151 0.3352 -5.8847
O -3.9062 1.5783 -4.7471
O 13.2385 5.2359 -2.8099
O -9.1323 -0.4583 5.1896
O 7.7251 8.1364 1.0997
O 2.8872 3.1711 3.1038
O 5.5975 7.6943 1.4198
O -7.0775 0.3772 4.5911
O 11.3791 4.3382 -3.8176
O 0.9107 -1.1040 -0.6013
O 7.0266 5.9511 0.9756
O -9.2996 -5.8320 -5.1914
O -7.4946 -0.5526 6.6502
O -7.5462 -4.3713 -5.4568
C -2.7261 -0.1181 4.5052
C 3.9471 2.9884 2.0817
C -0.8627 -2.9574 -1.1788
C -2.8668 1.7020 -3.7782
C 0.6976 -2.3989 -1.2515
C -1.2859 -0.1626 1.2618
C 2.1807 -1.2713 2.8408
C -0.1519 -5.0542 0.4857
C 6.8055 7.1396 1.1476
C 3.4426 -3.6433 3.4659
C -7.8254 -0.1569 5.3951
C -1.5326 -2.7816 -2.7023
C -9.6224 -0.0958 3.9003
C -6.6940 -5.3261 -4.8275
C 4.5260 6.7565 1.5008
C -6.1378 -0.2962 7.0079
C -5.8646 -0.9430 -6.1984
C -2.7677 -0.5620 1.8898
C -8.8391 -4.7669 -5.5716
C -10.9169 -4.0516 -6.3713
C 2.0052 -2.8101 3.4730
C -3.2963 0.4650 3.0577
C -0.2537 -1.3678 1.7918
C 13.9575 5.0355 -4.0252
C -2.5994 -4.8426 -0.4873
C -0.9882 -4.5540 -0.8300
C 10.0110 4.7065 -1.5437
C -4.3348 0.3065 -4.9469
C 3.8437 0.5949 0.6974
C 11.9430 4.8346 -2.8550
C 2.2061 0.5658 0.8177
C 9.0528 7.6969 0.8194
C 4.4827 1.4063 2.0013
H 13.5080 5.6130 -4.8395
H -2.6022 2.7600 -3.6996
H 4.8858 3.5978 2.4844
H -0.2466 -1.2406 2.9787
H -1.5574 -2.3382 -0.4697
H 9.1012 7.2165 -0.1630
H -0.8228 -2.3694 1.5844
H 3.6090 7.3095 1.7223
H 1.7786 0.9902 -0.2098
H -5.0949 -1.6036 -6.6103
H -0.4118 -4.5063 1.4861
H -0.9369 0.9133 1.6295
H -1.3243 -3.7564 -3.3592
H 14.9805 5.3914 -3.8752
H 4.1938 0.9316 3.0328
H -3.2048 -1.1976 4.6188
H -7.0245 -5.5221 -3.8024
H -0.4513 -6.1970 0.6553
H -3.5702 -0.5096 1.0152
H -5.4551 -0.8408 6.3476
H 4.3934 6.2386 0.5455
H -5.9847 -0.6526 8.0303
H -3.2111 1.3593 -2.7970
H -0.7215 -5.2750 -1.7276
H -2.9892 -5.7565 -1.1117
H 9.4079 7.0182 1.6017
H -6.6582 -6.2536 -5.4082
H -5.6854 -4.9054 -4.7890
H 9.6673 4.9485 -0.5343
H -11.3708 -3.1894 -6.8676
H 9.4038 5.2708 -2.2588
H -2.7724 -1.6714 2.2674
H 9.8928 3.6293 -1.6987
H 1.7652 1.2537 1.6569
H -1.5434 -0.2561 4.4316
H -11.4162 -4.1966 -5.4080
H -5.9283 0.7779 6.9828
H 3.3572 -1.0754 2.8779
H -3.0220 0.6013 5.3964
H 1.2487 -3.4681 2.8487
H -2.9907 1.5747 2.8460
H 4.7002 6.0403 2.3103
H 3.2672 -4.6440 4.0558
H 1.0018 -5.0749 0.2296
H 0.8988 -2.2179 -2.4150
H -3.2524 -3.8746 -0.5730
H -1.4176 -0.1554 0.0987
H -2.7102 -2.7725 -2.5396
H -4.4863 0.4206 3.0519
H 13.9971 3.9713 -4.2793
H 1.4283 -3.2561 -0.9407
H -2.6566 -5.1875 0.6540
H -6.6383 -0.8010 -6.9580
H 2.5323 2.2927 3.4300
H -6.3288 -1.3913 -5.3140
H 3.6139 3.3657 0.9999
H 5.6685 1.3712 1.9210
H 4.2480 1.1685 -0.2576
H -9.0790 -0.6323 3.1158
H -1.1894 -1.8021 -3.2420
H -9.5523 0.9865 3.7509
H 4.2634 -3.0323 4.0687
H 4.3384 -0.4877 0.7410
H 2.4071 -2.3015 0.7446
H -10.6763 -0.3827 3.8463
H -11.0499 -4.9280 -7.0137
H 9.7036 8.5755 0.8050
H 1.7063 -0.4458 3.5329
H 3.7971 -3.9279 2.3712
H -1.9773 1.1471 -4.0932

Summary:
SMILES   CCCCC[PH](CCCCO)(C[C@@H](C)I)OC[C@@H](C)C(C)C.COC(=O)OC.COC(=O)OC.COC(=O)OC.COC(=O)OC.COC(=O)OC
Orbital gap   9.104 eV
LUMO level   0.39 eV
Net charge   0
HOMO energy   -8.72 eV

Record 3
ORCA calculation (the ωB97M-V functional and the def2-TZVPD basis) on a cluster of 2 separate species, C3H12N3O in total in a non-equilibrium geometry.

Element x y z (Å)
O 2.1673 0.9439 -0.2677
N -1.8867 1.2408 -0.0003
N -1.4911 -0.0425 0.4492
N -0.0500 0.1186 -1.3712
C 1.3745 0.7452 0.8507
C -0.2247 -0.4264 -0.0205
C 0.1200 -1.8719 0.1559
H -0.2015 -0.5549 -2.1288
H 1.7940 0.1480 1.6453
H 2.9418 0.3690 -0.2471
H -0.7764 0.8890 -1.3744
H -1.6206 1.9914 0.6384
H 0.1360 -2.1345 1.2090
H 1.0985 -2.0882 -0.2631
H -0.6216 -2.5039 -0.3332
H 0.9209 0.5329 -1.4170
H 0.8931 1.6623 1.1585
H -2.8971 1.2587 -0.1013
H -1.6766 -0.2775 1.4177

Summary:
ΔE to the lowest compared entry with this formula, charge and spin   93.4 kcal per mole
Orbital gap   9.464 eV
LUMO level   -2.85 eV
Net charge   +1
HOMO energy   -12.31 eV

Record 4
ORCA calculation (the ωB97M-V functional and the def2-TZVPD basis) on the molecule C2HBrF2O in a non-equilibrium geometry.

Element x y z (Å)
Br 2.3819 0.0470 -0.1712
F 0.4037 -0.0121 1.7487
F -0.9782 -1.9637 -0.3300
O 0.9296 -2.8442 0.1093
C 0.6178 -0.2373 0.4611
C 0.2913 -1.8614 0.0355
H -0.1010 0.4834 -0.2293

Summary:
ΔE to the lowest compared entry with this formula, charge and spin   12.0 kcal per mole
SMILES   O=C(F)[C@@H](F)Br
Orbital gap   11.575 eV
LUMO level   0.60 eV
Net charge   0
HOMO energy   -10.98 eV

Record 5
ORCA calculation (the ωB97M-V functional and the def2-TZVPD basis) on a structure of composition C54H42AlBrNO4P2S2.

Element x y z (Å)
Br 0.1430 -2.4635 -2.0888
S 0.4091 0.9557 -1.6205
S 0.7382 -0.4473 7.3243
P -2.6260 -1.0094 -0.8617
P 2.3855 -0.7887 0.1788
Al -0.1485 -1.1854 -0.1820
O -0.1964 0.5780 7.7333
O 0.6291 -1.7182 8.0042
O 2.1078 0.0232 7.1430
O -0.4037 0.6152 -0.3157
N -0.8134 -1.6799 1.6320
C 0.5877 -2.0636 5.0767
C 4.7178 3.2352 0.0997
C -3.6710 -0.6408 0.5934
C 4.6767 -2.3590 -2.8438
C -4.2298 -4.9706 -2.5688
C -2.2252 1.2494 -2.7654
C -4.5995 -1.5313 1.1272
C 1.3247 2.3750 -1.1382
C 4.1981 -2.3930 3.5128
C 2.6657 -0.1824 2.8312
C -3.9460 -2.5937 -2.8409
C -4.7085 2.9501 -5.0311
C -5.0960 1.3088 -3.0446
C -0.3640 0.1401 4.8399
C 3.7493 -2.2457 2.2041
C -3.1357 -3.6902 -0.8633
C -3.5959 -4.9072 -1.3341
C 3.7780 -4.1895 -1.5722
C 4.5399 -3.7226 -2.6362
C 1.6784 4.7800 -1.0667
C 0.8838 3.6613 -1.3536
C -0.2208 2.1891 -3.8436
C -3.3665 3.5093 -5.5600
C 4.0431 5.5344 -0.2344
C 4.0608 -1.4549 -1.9870
C 0.2820 -2.3469 3.7527
C -5.0330 0.0002 2.9371
C 3.8829 -1.4443 4.4716
C -4.4407 0.4755 -2.1271
C -3.4268 0.5758 1.2449
C 2.6012 2.0917 -0.5482
C -5.2784 -1.2046 2.2958
C 4.4940 0.8830 0.3477
C 3.2947 -1.9149 -0.9209
C 0.2588 -0.8238 5.6178
C -0.6608 -0.1312 3.5129
C -4.3951 -3.8181 -3.3201
C -2.3126 2.8207 -4.7327
C 2.9743 -1.1428 1.8631
C -0.3419 -1.3736 2.9950
C 3.3894 3.2470 -0.3594
C -0.8084 1.4971 -2.8024
C 3.1473 -3.2913 -0.7298
C -4.1068 0.8929 2.4111
C -3.3241 -2.5177 -1.5998
C 3.1778 0.8625 -0.0972
C -0.9519 2.8491 -4.8386
C 5.2611 4.6420 0.1174
C -2.9179 2.0213 -3.7363
C 3.1230 -0.3302 4.1258
C -3.0649 0.3789 -1.9839
C -4.3208 2.0574 -3.8799
C 5.2893 2.0368 0.4227
C 2.9483 4.5657 -0.5998
H -4.7982 -2.4741 0.6333
H -5.0599 -0.1620 -1.5069
H 4.0307 -2.9789 1.4620
H 0.5109 -3.3206 3.3228
H -4.0655 -1.7090 -3.4498
H 4.2556 6.2329 -1.0438
H -1.0115 -2.6793 1.5988
H -5.3881 3.7386 -4.7063
H -6.0007 -1.8992 2.7076
H -0.4406 3.3961 -5.6205
H 4.1920 -1.5579 5.5028
H 3.6638 -5.2547 -1.4085
H -1.7350 -1.2438 1.5832
H 5.2728 -1.9931 -3.6714
H -2.7025 1.2703 0.8288
H -6.1779 1.3111 -3.1095
H -5.5624 0.2457 3.8498
H 2.5314 -3.6618 0.0823
H -5.2322 2.3741 -5.7951
H -3.9115 1.8322 2.9146
H 4.1837 -0.3918 -2.1513
H -0.1044 3.8196 -1.7667
H 5.0262 -4.4241 -3.3031
H 3.7331 6.1321 0.6248
H -2.6269 -3.6501 0.0943
H 4.8006 -3.2533 3.7774
H -3.4493 -5.8075 -0.7495
H -4.8757 -3.8676 -4.2893
H 5.6997 4.8950 1.0813
H 2.0733 0.6858 2.5633
H -3.2244 3.3226 -6.6247
H 1.0508 -2.8025 5.7223
H 2.8781 0.3899 4.8962
H 0.8607 2.2650 -3.8704
H -1.1725 0.6002 2.8910
H 6.0500 4.7396 -0.6289
H -3.3005 4.5894 -5.4187
H 1.2901 5.7772 -1.2358
H 6.3105 1.9658 0.7798
H 4.9286 -0.0459 0.6960
H -4.5867 -5.9205 -2.9459
H -0.6257 1.0885 5.2960

Summary:
ΔE to the lowest compared entry with this formula, charge and spin   14.0 kcal per mole
Orbital gap   5.810 eV
LUMO level   -3.51 eV
Net charge   +1
HOMO energy   -9.32 eV

Record 6
ORCA calculation (the ωB97M-V functional and the def2-TZVPD basis) on a structure of composition C14H2Cl5F3N2O10SV.

Element x y z (Å)
V 0.1696 -0.1291 -1.0133
Cl -0.6502 -0.8661 2.2376
Cl -0.5364 -3.8008 3.2665
Cl 1.1226 -5.4447 -1.6066
Cl 0.3482 -6.0744 1.3515
Cl 0.9888 -2.4654 -2.6047
S -2.2788 0.0752 -1.9851
F -4.1231 -1.7098 -1.9457
F -2.1518 -2.4930 -2.3734
F -3.2326 -1.3989 -3.9005
O 4.8473 5.3348 0.2938
O -3.1045 1.1375 -2.3873
O 0.1637 1.2463 0.0506
O -0.8498 0.0833 -2.5777
O -1.2860 4.7290 1.1398
O -1.6445 3.1447 -0.2868
O 3.1820 6.6525 0.6896
O 1.8607 0.0945 -1.2603
O -1.9432 -0.1678 -0.5656
O 3.9268 0.3123 -0.3965
N 3.6711 5.5803 0.4267
N -0.9309 3.8420 0.4042
C -3.0068 -1.5069 -2.6115
C 3.2505 3.1902 -0.0029
C 0.5184 3.5997 0.3054
C 0.6363 -4.2033 -0.5434
C 0.9995 2.3236 0.0629
C 2.8658 0.7963 -0.5467
C 0.1841 -1.8713 -0.1300
C 0.2846 -4.4754 0.7839
C 0.5840 -2.8908 -0.9834
C 2.3673 2.1309 -0.1324
C 2.7371 4.4374 0.2900
C 1.3835 4.6660 0.4415
C -0.1694 -2.1339 1.1936
C -0.1161 -3.4471 1.6524
H 4.3152 3.0538 -0.1381
H 1.0103 5.6575 0.6608

Summary:
ΔE to the lowest compared entry with this formula, charge and spin   0.0 kcal per mole
Orbital gap   5.880 eV
LUMO level   -7.05 eV
Net charge   +1
HOMO energy   -12.93 eV

Record 7
ORCA calculation (the ωB97M-V functional and the def2-TZVPD basis) on a structure of composition C19H45F3N2O4SSbTi in a non-equilibrium geometry.

Element x y z (Å)
Sb 1.0695 -0.4109 0.8721
Ti -0.7614 -0.4517 -1.1829
S -3.1754 0.3184 -0.7461
F -3.8749 -0.2394 -3.2011
F -4.8575 -1.4713 -1.7189
F -2.7259 -1.7680 -2.1614
O -2.1775 1.1297 -1.5019
O -2.3827 -0.5565 0.1641
O -4.3019 0.9825 -0.1934
O 0.2869 -0.7131 -2.5039
N -5.3316 3.0169 1.6713
N -1.6499 2.8421 1.1187
C -0.3493 -2.9255 0.2178
C 0.9206 0.7471 -4.3345
C 3.6358 -0.1192 -0.7537
C -0.4520 -1.3033 -4.7347
C 1.1194 -2.6238 0.5893
C 2.8184 0.7395 0.2047
C 1.9488 -1.5232 -4.1139
C 0.6937 -0.7010 -3.9474
C 3.6773 1.2106 1.3714
C -2.8439 2.7837 1.9485
C -3.7568 -0.8639 -2.0537
C 0.7179 -0.0760 2.9979
C -3.9893 3.7069 1.4958
C 1.5201 -3.4230 1.8186
C 0.6476 1.4266 3.2601
C 1.8423 -0.7026 3.8195
C -0.6355 -0.7260 3.2925
C 2.1939 1.9253 -0.5329
C 2.0361 -2.9784 -0.5820
H 2.8120 -0.2610 3.5875
H -3.8946 3.9405 0.4410
H -5.3544 2.1787 1.0871
H 4.4177 0.5042 -1.2050
H 1.8926 -4.0369 -0.8304
H -6.1083 3.6221 1.4045
H 1.6364 2.5762 0.1463
H 2.2423 -1.5042 -5.1643
H 1.8610 1.1237 -3.9266
H -1.2133 3.7551 1.1747
H 1.5215 1.6104 -1.3288
H 2.9912 2.5223 -0.9910
H 1.8218 -2.4036 -1.4769
H -0.6152 -1.8086 3.1620
H 4.5420 1.7514 0.9705
H 0.9557 0.8352 -5.4202
H -0.7363 -2.2729 -4.3238
H 4.1282 -0.9468 -0.2427
H -0.1419 -1.4562 -5.7674
H 4.0612 0.3786 1.9639
H -2.5571 3.0182 2.9726
H 1.4914 -4.4911 1.5697
H -3.2095 1.7552 1.9467
H -1.0418 -2.6318 1.0035
H -0.4848 -3.9906 0.0138
H 2.7749 -1.1196 -3.5275
H -1.8281 2.6526 0.1412
H 1.6423 -0.5076 4.8805
H 0.8470 -3.2711 2.6616
H -1.3215 -0.6425 -4.7359
H -4.0271 4.6328 2.0637
H 3.0847 -2.8421 -0.3281
H 0.2585 1.5774 4.2767
H -0.0098 1.9381 2.5592
H 2.5359 -3.1893 2.1371
H 1.9127 -1.7789 3.6944
H 1.7834 -2.5623 -3.8235
H -1.4284 -0.3185 2.6613
H -5.4812 2.7327 2.6397
H -0.6343 -2.4233 -0.7140
H 0.1089 1.3742 -3.9689
H 3.1467 1.8921 2.0313
H 3.0260 -0.5231 -1.5601
H 1.6303 1.8912 3.2252
H -0.9015 -0.5332 4.3397

Summary:
ΔE to the lowest compared entry with this formula, charge and spin   55.2 kcal per mole
Orbital gap (alpha / beta)   8.652 / 8.882 eV
Spin multiplicity   2
LUMO level (alpha / beta)   -5.40 / -5.14 eV
Net charge   +2
HOMO energy (alpha / beta)   -14.05 / -14.03 eV